[1]
Entry from OMol25: the molecule C25H29N5O4S2 (wB97M-V/def2-TZVPD).

Structure (XYZ):
```
65
Properties=species:S:1:pos:R:3
C 2.181 4.962 0.441
C 3.644 4.792 0.051
C 4.299 3.572 0.701
N 3.665 2.333 0.285
C 2.766 1.674 1.055
N 2.144 0.598 0.704
C 2.386 0.057 -0.534
C 1.700 -1.094 -0.930
C 1.925 -1.623 -2.182
C 2.834 -1.029 -3.056
C 3.523 0.100 -2.673
C 3.306 0.655 -1.410
C 4.012 1.859 -0.996
O 4.841 2.448 -1.653
H 4.235 0.581 -3.326
H 2.997 -1.456 -4.033
H 1.383 -2.511 -2.472
H 1.000 -1.569 -0.261
S 2.427 2.323 2.660
C 1.464 0.986 3.441
C -0.034 1.094 3.165
O -0.824 1.420 4.019
N -0.324 0.766 1.881
C -1.552 0.760 1.235
C -1.554 0.444 -0.125
C -2.748 0.386 -0.807
C -3.954 0.656 -0.192
C -3.949 0.990 1.155
C -2.764 1.035 1.869
H -2.764 1.284 2.918
H -4.878 1.208 1.657
H -4.863 0.591 -0.766
S -2.680 -0.099 -2.526
O -3.998 -0.395 -2.996
O -1.875 0.825 -3.264
N -1.752 -1.508 -2.486
C -1.913 -2.534 -1.571
N -0.855 -3.058 -1.112
C -0.897 -4.183 -0.215
C -1.589 -3.896 1.122
C -3.112 -3.957 1.042
C -3.717 -2.843 0.191
H -3.412 -1.876 0.594
H -4.805 -2.903 0.265
C -3.337 -2.931 -1.292
H -3.994 -2.298 -1.886
H -3.464 -3.965 -1.628
H -3.412 -4.927 0.639
H -3.519 -3.880 2.054
H -1.279 -2.910 1.477
H -1.246 -4.637 1.848
H 0.149 -4.449 -0.030
H -1.384 -5.041 -0.695
H -0.783 -1.315 -2.703
H -0.631 0.244 -0.647
H 0.495 0.540 1.296
H 1.639 1.106 4.510
H 1.869 0.040 3.085
H 4.251 3.641 1.790
H 5.344 3.517 0.383
H 4.210 5.673 0.359
H 3.732 4.699 -1.032
H 1.776 5.860 -0.017
H 1.584 4.116 0.104
H 2.079 5.048 1.521
```

Calculated values
HOMO level ... -8.86 eV
ΔE to the lowest compared entry with this formula, charge and spin ... 2.7 kcal per mole
SMILES ... CCCn1c(SCC(=O)Nc2cccc(S(=O)(=O)NC3=NCCCCC3)c2)nc2ccccc2c1=O
Frontier orbital gap ... 9.071 eV
Charge ... 0
2S+1 ... 1

Mulliken atomic charge list, values in e, 8 entries:
1 C -1.081
2 C -0.258
3 C -1.345
4 N 0.066
5 C 0.542
6 N -0.232
7 C 0.031
8 C -0.610

[2]
Entry from OMol25: C23H15CrO6P as an isolated structure (wB97M-V/def2-TZVPD).

Structure (XYZ):
```
46
Properties=species:S:1:pos:R:3
O 0.079 3.028 -3.608
C 0.121 1.871 -3.686
Cr 0.122 -0.007 -3.895
O -0.077 0.005 -6.883
C 0.007 -0.001 -5.714
C 0.127 -1.875 -3.697
O 0.087 -3.033 -3.627
C -1.717 -0.004 -3.553
O -2.874 -0.004 -3.427
C 1.984 -0.009 -3.544
O 3.145 -0.001 -3.528
O 1.291 -0.010 -1.185
P 0.473 -0.033 0.096
C -0.400 1.583 0.312
C -0.128 2.396 1.440
C -0.958 3.474 1.760
C -1.840 3.965 0.806
C -1.946 3.307 -0.417
C -1.289 2.097 -0.644
C -0.387 -1.662 0.317
C -1.331 -2.146 -0.613
C -2.051 -3.314 -0.341
C -1.893 -4.004 0.864
C -0.888 -3.596 1.744
C -0.066 -2.518 1.395
C 1.433 -0.052 1.619
C 0.662 -0.082 2.796
C 1.276 0.040 4.035
C 2.674 0.171 4.072
C 3.448 0.173 2.906
C 2.820 0.066 1.654
H 0.738 2.213 2.087
H -0.849 3.980 2.723
H -2.414 4.870 1.022
H -2.540 3.759 -1.201
H -1.496 1.552 -1.564
H -1.536 -1.601 -1.540
H -2.741 -3.712 -1.081
H -2.529 -4.864 1.092
H -0.715 -4.143 2.676
H 0.848 -2.363 1.972
H -0.424 -0.172 2.718
H 0.655 0.042 4.935
H 3.168 0.274 5.035
H 4.543 0.263 2.949
H 3.387 0.077 0.722
```

Calculated values
HOMO level (spin up / spin down) ... -18.47 / -18.22 eV
Frontier orbital gap (spin up / spin down) ... 7.755 / 4.247 eV
<S²> ... 3.80
Charge ... +3
2S+1 ... 4

Mulliken atomic charge list, values in e, 8 entries:
1 O -0.255
2 C 0.522
3 Cr -0.088
4 O -0.214
5 C 0.483
6 C 0.507
7 O -0.258
8 C 0.332

[3]
Entry from OMol25: a 2-piece molecular cluster, C2H6N2O2S overall (wB97M-V/def2-TZVPD).

Structure (XYZ):
```
13
Properties=species:S:1:pos:R:3
C -0.923 1.623 -0.462
C 0.799 -1.686 -0.154
N 0.267 1.846 -0.335
N 1.252 -0.867 0.775
O -1.166 -0.256 1.440
O -0.877 -0.899 -0.874
S -1.659 -0.008 0.054
H -1.591 2.420 -0.778
H 1.128 -1.772 -1.249
H 0.202 -2.546 0.255
H 0.585 2.800 -0.548
H 1.703 0.054 0.511
H 0.280 -0.710 1.366
```

Calculated values
HOMO level ... -8.42 eV
ΔE to the lowest compared entry with this formula, charge and spin ... 80.5 kcal per mole
Frontier orbital gap ... 8.966 eV
Charge ... 0
2S+1 ... 1

Mulliken atomic charge list, values in e, 8 entries:
1 C -0.116
2 C -0.080
3 N -0.451
4 N -0.534
5 O -0.667
6 O -0.573
7 S 0.491
8 H 0.411

[4]
Entry from OMol25: an isolated ion of composition C2H3BrF3N2 and charge +1 (wB97M-V/def2-TZVPD).

Structure (XYZ):
```
11
Properties=species:S:1:pos:R:3
C 0.359 -0.181 -0.443
C 1.328 -1.553 -0.365
N -0.649 -0.302 -1.250
N 0.642 0.863 0.211
F 0.943 -2.388 -1.287
F 1.273 -2.093 0.830
F 2.546 -1.160 -0.608
Br -1.818 1.103 -1.661
H -0.692 -1.180 -1.837
H 1.553 1.068 0.769
H -0.008 1.763 0.145
```

Calculated values
HOMO level ... -15.42 eV
ΔE to the lowest compared entry with this formula, charge and spin ... 0.0 kcal per mole
SMILES ... [NH2+]=C(NBr)C(F)(F)F
Frontier orbital gap ... 10.406 eV
Charge ... +1
2S+1 ... 1

Mulliken atomic charge list, values in e, 8 entries:
1 C 0.673
2 C 0.797
3 N -0.376
4 N -0.432
5 F -0.252
6 F -0.193
7 F -0.205
8 Br 0.103

Computed max |F|, in the same sequence as the records: 0.0255; 0.1453; 0.0723; 0.1183 hartree/bohr.